# 1
Formula: C62H78K2N16O4S
Source: the OMol25 dataset
Level of theory: the ωB97M-V functional and the def2-TZVPD basis

Orbital gap (eV): 7.72
Net charge: 0
2S+1: 1
E_HOMO (eV): -7.76

Geometry (Å):
K: 1.3634 2.4458 -2.5692
K: -0.6476 -3.1023 2.2012
S: -0.0671 0.1892 0.3674
O: -1.5259 0.2804 0.3768
O: 0.3285 -1.1150 0.8578
O: 0.4855 0.5159 -0.9574
O: 0.3961 1.2215 1.3177
C: -2.0916 -2.6516 7.0910
C: -1.2570 -3.0938 5.9116
N: -0.6258 -3.4075 4.9407
H: -1.8157 -3.1516 8.0195
H: -3.1385 -2.6316 6.7884
H: -1.8420 -1.6032 7.2543
N: -2.0033 0.4312 3.0966
C: -3.0726 0.8199 3.8073
C: -2.6882 0.8875 5.1806
C: -1.3827 0.4111 5.2706
C: -0.9916 0.1495 3.9633
H: -1.8616 0.4238 2.0966
H: -3.9978 0.9399 3.2632
H: -3.3185 1.0383 6.0445
H: -0.8538 0.5042 6.2076
H: -0.0700 -0.2029 3.5241
N: -3.4432 -4.4163 0.6890
C: -2.9746 -5.5266 1.3175
C: -3.0243 -5.2708 2.7277
C: -3.5128 -3.9679 2.8564
C: -3.7194 -3.4423 1.5960
H: -3.4009 -4.3842 -0.3196
H: -2.6941 -6.3995 0.7468
H: -2.6630 -5.9175 3.5136
H: -3.5773 -3.3846 3.7630
H: -4.0082 -2.4394 1.3180
N: -3.9151 1.3716 0.5670
C: -4.2206 2.5992 1.0401
C: -5.5693 2.6837 1.3595
C: -6.1099 1.4798 0.9788
C: -5.0696 0.6497 0.5545
H: -2.9627 1.1058 0.3609
H: -3.4300 3.3327 1.0978
H: -6.1189 3.4798 1.8395
H: -7.1071 1.0832 1.0996
H: -5.0880 -0.4065 0.3297
N: 2.4655 -0.5098 2.9731
C: 3.0073 -1.7926 2.8917
C: 3.9675 -1.9914 3.8559
C: 3.9972 -0.8230 4.5837
C: 3.0641 0.0295 4.0511
H: 1.7887 -0.1509 2.3149
H: 2.7560 -2.3787 2.0201
H: 4.5199 -2.8982 4.0534
H: 4.6246 -0.6848 5.4519
H: 2.8589 1.0736 4.2360
N: -2.4498 -1.6778 -1.1834
C: -1.5743 -2.6783 -1.2736
C: -2.1123 -3.7620 -1.9525
C: -3.3889 -3.3307 -2.4055
C: -3.5020 -2.0309 -1.9717
H: -2.2998 -0.8032 -0.7009
H: -0.5707 -2.5386 -0.8999
H: -1.6973 -4.7117 -2.2562
H: -4.0841 -3.9230 -2.9819
H: -4.2256 -1.2416 -2.1122
N: 2.0612 -4.7723 0.9300
C: 2.2199 -5.1358 2.2751
C: 1.1739 -5.9920 2.6318
C: 0.3841 -6.1613 1.5108
C: 0.9501 -5.4386 0.4776
H: 2.6371 -4.1239 0.4123
H: 3.0401 -4.7319 2.8501
H: 0.9973 -6.4402 3.5984
H: -0.4879 -6.7903 1.4090
H: 0.7746 -5.3129 -0.5806
N: 4.0721 -0.9021 -4.4587
C: 4.6771 -0.2023 -3.4692
C: 5.1066 1.0046 -4.0220
C: 4.5855 1.1093 -5.3183
C: 3.9618 -0.0578 -5.5800
H: 3.7768 -1.8649 -4.3817
H: 4.8587 -0.6288 -2.4937
H: 5.7916 1.7304 -3.6094
H: 4.8512 1.8877 -6.0183
H: 3.4513 -0.3955 -6.4698
N: -5.1961 2.4473 -2.0432
C: -4.9762 1.5819 -3.0327
C: -4.6117 2.3104 -4.1671
C: -4.5795 3.6464 -3.8110
C: -4.9415 3.7179 -2.4721
H: -5.4500 2.1965 -1.0984
H: -5.1919 0.5484 -2.8055
H: -4.3140 1.9952 -5.1563
H: -4.4183 4.4578 -4.5052
H: -5.0964 4.5162 -1.7614
N: 0.0902 3.1696 3.2309
C: -1.0692 3.8170 3.6338
C: -0.7178 4.8444 4.4098
C: 0.6750 4.9716 4.4696
C: 1.1485 3.8668 3.6887
H: 0.1778 2.3343 2.6700
H: -1.9871 3.3119 3.3717
H: -1.3516 5.5983 4.8529
H: 1.2500 5.7615 4.9299
H: 2.1646 3.6076 3.4303
N: -1.8232 -1.4823 -5.8921
C: -1.8481 -2.7701 -5.4275
C: -2.0791 -3.6611 -6.4288
C: -2.4251 -2.8616 -7.5363
C: -2.2193 -1.4793 -7.2221
H: -1.4189 -0.7032 -5.3923
H: -1.6089 -2.8788 -4.3800
H: -2.1435 -4.7248 -6.2538
H: -2.7196 -3.2612 -8.4954
H: -2.2723 -0.5272 -7.7292
N: -0.5487 -0.1140 -3.5757
C: 0.5040 -0.0775 -4.4145
C: 0.2756 0.8422 -5.4328
C: -0.9266 1.4948 -5.0824
C: -1.3958 0.9119 -3.9269
H: -0.4966 -0.5868 -2.6847
H: 1.3218 -0.7657 -4.2596
H: 0.9170 1.0007 -6.2871
H: -1.3410 2.3232 -5.6378
H: -2.2073 1.2077 -3.2786
N: 2.2026 -1.9657 -1.3203
C: 2.1143 -2.9465 -2.2650
C: 3.2814 -3.6071 -2.3565
C: 4.1514 -3.1364 -1.3175
C: 3.4426 -2.1660 -0.6877
H: 1.5077 -1.3043 -1.0044
H: 1.2478 -3.0035 -2.9073
H: 3.5125 -4.4122 -3.0383
H: 5.1466 -3.4941 -1.0982
H: 3.6311 -1.5158 0.1538
N: 2.6332 2.6458 0.5823
C: 2.8444 4.0084 0.4667
C: 3.8776 4.2274 -0.3779
C: 4.3845 3.0081 -0.7812
C: 3.5255 2.0722 -0.3052
H: 1.9244 2.1551 1.1085
H: 2.3755 4.7107 1.1400
H: 4.2038 5.1961 -0.7267
H: 5.1761 2.9520 -1.5138
H: 3.4738 0.9946 -0.3558
N: 5.4599 3.2414 2.1769
C: 5.8733 2.2812 3.0671
C: 7.2116 2.5710 3.3585
C: 7.6032 3.7122 2.6437
C: 6.5683 4.0324 1.8613
H: 4.5480 3.2854 1.7449
H: 5.1454 1.5501 3.3865
H: 7.7417 2.0156 4.1181
H: 8.4990 4.3108 2.5681
H: 6.4071 4.7866 1.1053
N: -0.8889 3.3428 0.0282
C: -0.3085 4.5695 0.0623
C: -0.7674 5.3402 -1.0023
C: -1.3868 4.4355 -1.8513
C: -1.5356 3.2197 -1.1722
H: -0.6634 2.6250 0.7021
H: 0.3378 4.8337 0.8862
H: -0.6814 6.4155 -1.0545
H: -1.7614 4.6400 -2.8434
H: -1.9499 2.2993 -1.5562

# 2
Formula: C63H133N7O7
Source: the OMol25 dataset
Level of theory: the ωB97M-V functional and the def2-TZVPD basis

Orbital gap (eV): 7.08
Net charge: 0
2S+1: 1
E_HOMO (eV): -6.72
ΔE to the lowest compared entry with this formula, charge and spin (kJ/mol): 6598.8

Geometry (Å):
C: 2.0106 -2.9638 -3.7689
C: 1.1138 -3.2937 -4.9683
C: 0.1898 -4.4125 -4.3730
C: -0.9689 -3.7892 -3.5300
C: -1.6701 -2.7592 -4.4978
C: -0.7876 -1.6465 -5.0966
N: 0.4317 -2.2064 -5.7161
O: 1.3016 -1.2148 -6.3140
C: -1.5738 -0.9282 -6.2333
C: -0.4139 -0.6511 -3.9888
C: 1.9930 -4.0215 -5.9974
H: 1.5615 -2.7740 -2.7940
H: 2.7218 -2.1941 -4.0684
H: 2.6038 -3.8442 -3.5216
H: -0.2708 -4.9274 -5.2161
H: 0.6909 -5.2265 -3.8491
H: -0.6686 -3.3618 -2.5733
H: -1.7042 -4.5696 -3.3340
H: -2.3731 -2.3513 -3.7714
H: -2.2298 -3.2533 -5.2920
H: -2.5198 -0.5177 -5.8802
H: -1.0368 -0.0738 -6.6453
H: -1.7647 -1.5216 -7.1275
H: 0.1806 0.1985 -4.3247
H: -1.2738 -0.1419 -3.5537
H: 0.0852 -1.0438 -3.1029
H: 1.4297 -4.2778 -6.8947
H: 2.1516 -5.0677 -5.7357
H: 2.8328 -3.4888 -6.4436
H: 1.6000 -0.7436 -5.5326
C: -3.8276 0.8191 1.2227
C: -4.6546 0.5721 2.5254
C: -5.5586 -0.6684 2.4718
C: -4.8771 -2.0012 2.4266
C: -3.9426 -2.1220 3.7251
C: -2.9537 -0.9412 3.9013
N: -3.6605 0.3149 3.5731
O: -2.9932 1.5087 3.9440
C: -2.4996 -1.0375 5.4204
C: -1.6915 -1.1282 2.9721
C: -5.6268 1.7232 2.7837
H: -3.5211 -0.0485 0.6384
H: -2.8379 1.2538 1.3628
H: -4.3341 1.5219 0.5611
H: -6.2024 -0.6769 3.3514
H: -6.2358 -0.6801 1.6178
H: -4.2068 -2.0873 1.5714
H: -5.6361 -2.7762 2.3199
H: -3.4273 -3.0612 3.5236
H: -4.5742 -2.3949 4.5706
H: -1.6417 -0.3827 5.5735
H: -3.3147 -0.7078 6.0647
H: -2.1491 -2.0430 5.6529
H: -0.8332 -1.6612 3.3809
H: -2.0299 -1.5932 2.0462
H: -1.2381 -0.1558 2.7796
H: -5.3572 2.7640 2.6044
H: -5.8113 1.7427 3.8578
H: -6.5828 1.5594 2.2864
H: -3.5616 1.8432 4.6416
C: -2.1283 -5.9880 -1.4070
C: -2.9789 -5.6187 -0.1715
C: -2.0913 -5.0727 0.9710
C: -1.6594 -3.6501 1.0212
C: -2.8891 -2.7203 0.8212
C: -3.5962 -3.0550 -0.4781
N: -3.9718 -4.5190 -0.5354
O: -4.8842 -4.8465 -1.5445
C: -4.9402 -2.2810 -0.4459
C: -2.6507 -2.5840 -1.6598
C: -3.7904 -6.8176 0.4022
H: -2.7901 -6.3087 -2.2115
H: -1.4808 -6.8525 -1.2606
H: -1.4412 -5.2141 -1.7491
H: -2.6398 -5.3186 1.8803
H: -1.1615 -5.6292 0.8536
H: -0.9592 -3.4249 0.2168
H: -1.0371 -3.4981 1.9031
H: -2.6228 -1.6688 0.9289
H: -3.6225 -2.9710 1.5876
H: -5.4355 -2.4609 -1.4001
H: -5.6897 -2.6382 0.2604
H: -4.8232 -1.2260 -0.1983
H: -3.0300 -2.7039 -2.6746
H: -2.5050 -1.5136 -1.5141
H: -1.6565 -3.0180 -1.7668
H: -3.0956 -7.4809 0.9173
H: -4.3366 -7.4478 -0.2996
H: -4.4201 -6.4956 1.2316
H: -4.5110 -4.5144 -2.3643
C: 0.0457 0.7293 2.1949
C: 0.1114 1.3648 0.7772
C: 1.5641 1.2960 0.1842
C: 1.9757 -0.0599 -0.2342
C: 0.9346 -0.4974 -1.2976
C: -0.5578 -0.4954 -0.8361
N: -0.9523 0.7359 -0.0814
O: -2.2384 0.7326 0.4669
C: -1.3320 -0.6721 -2.1459
C: -0.6874 -1.7976 0.0284
C: -0.1594 2.9226 0.9841
H: -0.8549 0.9017 2.7842
H: 0.8228 1.1271 2.8476
H: 0.2463 -0.3383 2.1051
H: 1.8457 1.9719 -0.6233
H: 2.1813 1.4457 1.0701
H: 1.8137 -0.7279 0.6118
H: 2.9724 0.0019 -0.6710
H: 1.2701 -1.5016 -1.5565
H: 1.1079 0.0734 -2.2099
H: -1.0604 -1.6683 -2.4951
H: -2.3895 -0.9259 -2.0732
H: -1.1190 0.0327 -2.9496
H: 0.2785 -2.2308 0.2882
H: -1.2378 -1.7063 0.9648
H: -1.1726 -2.5876 -0.5450
H: 0.0963 3.4594 0.0706
H: 0.5099 3.3477 1.7320
H: -1.2120 3.0283 1.2469
H: -2.7357 1.3122 -0.1147
C: 5.2445 3.2127 2.5555
C: 3.8908 2.7550 1.9945
C: 4.2315 2.1372 0.5690
C: 4.8285 0.7465 0.5806
C: 3.8836 -0.2091 1.2262
C: 3.5617 0.1778 2.7134
N: 3.2038 1.6670 2.7800
O: 2.7494 2.1519 3.9484
C: 2.3007 -0.6298 3.0909
C: 4.7180 -0.2713 3.6026
C: 2.9610 3.9781 1.7262
H: 5.2531 3.6401 3.5582
H: 5.8776 3.8817 1.9727
H: 5.9512 2.3907 2.6693
H: 3.3887 2.1386 -0.1222
H: 4.9968 2.7759 0.1279
H: 5.7427 0.5874 1.1523
H: 5.0825 0.3860 -0.4162
H: 4.3423 -1.1930 1.1279
H: 3.0631 -0.4535 0.5515
H: 2.4830 -1.6675 3.3701
H: 1.9148 -0.0508 3.9299
H: 1.4958 -0.6587 2.3565
H: 4.3331 -0.2771 4.6224
H: 5.1438 -1.2658 3.4687
H: 5.6347 0.3089 3.4973
H: 3.2420 4.4645 0.7921
H: 2.9755 4.6644 2.5729
H: 1.8992 3.7344 1.6901
H: 3.4667 2.1330 4.5861
C: 3.4420 2.2665 -4.7977
C: 3.3941 0.7246 -5.0342
C: 4.7881 0.1516 -5.5118
C: 5.7590 0.0788 -4.3874
C: 5.1260 -0.8695 -3.3784
C: 3.7444 -0.4814 -2.7495
N: 2.8312 -0.0900 -3.8806
O: 1.5725 0.3138 -3.4762
C: 3.1165 -1.7571 -2.1808
C: 4.0054 0.6186 -1.7146
C: 2.5251 0.4948 -6.2785
H: 3.9794 2.5685 -3.8987
H: 2.4347 2.6705 -4.6968
H: 3.9518 2.6479 -5.6824
H: 4.7786 -0.8228 -6.0003
H: 5.2182 0.7811 -6.2908
H: 6.0612 1.1106 -4.2082
H: 6.6763 -0.3550 -4.7856
H: 5.8020 -1.1903 -2.5857
H: 5.1069 -1.8099 -3.9292
H: 2.1038 -1.6592 -1.7900
H: 3.1024 -2.4780 -2.9982
H: 3.8218 -2.1120 -1.4294
H: 4.4985 0.2458 -0.8168
H: 4.5638 1.4850 -2.0691
H: 3.0140 0.9828 -1.4454
H: 3.0274 0.8418 -7.1815
H: 1.5451 0.9609 -6.1759
H: 2.3713 -0.5643 -6.4852
H: 1.6261 1.2410 -3.7191
C: -0.0650 7.6522 4.7576
C: -0.9491 6.4814 4.2021
C: -1.4084 6.7840 2.8415
C: -2.1111 5.5654 2.1176
C: -1.1662 4.3807 2.0582
C: -0.5474 4.0562 3.4844
N: -0.0663 5.2910 4.1511
O: 0.5687 4.9349 5.3681
C: -1.6016 3.2198 4.2076
C: 0.7572 3.2529 3.1645
C: -2.1494 6.4486 5.2036
H: -0.6101 8.5893 4.6447
H: 0.8711 7.7076 4.2020
H: 0.0176 7.5275 5.8373
H: -2.0873 7.6354 2.7944
H: -0.5395 7.1419 2.2893
H: -2.3465 5.8473 1.0913
H: -3.0709 5.3869 2.6024
H: -0.3385 4.6272 1.3933
H: -1.7364 3.5180 1.7136
H: -1.7400 2.1998 3.8492
H: -1.3170 3.1746 5.2588
H: -2.6130 3.6262 4.2099
H: 1.3347 3.5756 2.2983
H: 1.4479 3.1139 3.9961
H: 0.4940 2.2105 2.9848
H: -2.7788 7.3201 5.0231
H: -1.8189 6.3733 6.2396
H: -2.7730 5.5883 4.9603
H: 1.4060 5.3948 5.2739

> The lowest orbital gap belongs to which entry?

C63H133N7O7

> Which formula does entry 2 have?

C63H133N7O7

> Among the records above, which one has the lowest E_HOMO?

C62H78K2N16O4S